Version A
2
Properties=species:S:1:pos:R:3 method="wB97M-V/def2-TZVPD" homo_lumo_gap_ev=5.764 lumo_ha=-0.091
S 0.00 0.00 0.94
S 0.00 0.00 -0.94

---

Version B
2
Properties=species:S:1:pos:R:3 method="wB97M-V/def2-TZVPD" homo_lumo_gap_ev=5.585 lumo_ha=-0.143
S 0.00 0.00 1.20
S 0.00 0.00 -1.20

---

Version C
2
Properties=species:S:1:pos:R:3 method="wB97M-V/def2-TZVPD" homo_lumo_gap_ev=5.708 lumo_ha=-0.115
S 0.00 0.00 1.04
S 0.00 0.00 -1.04

---

Version D
2
Properties=species:S:1:pos:R:3 method="wB97M-V/def2-TZVPD" homo_lumo_gap_ev=5.747 lumo_ha=-0.100
S 0.39 0.74 0.49
S -0.39 -0.74 -0.49

---

Best to worst by energy: version A, version D, version C, version B.

---

Version A
15
Properties=species:S:1:pos:R:3 method="wB97M-V/def2-TZVPD" homo_lumo_gap_ev=10.116 lumo_ha=0.018 smiles="NCC=O.O.O"
O -0.43 1.94 -0.03
C 0.50 1.36 -0.58
C 1.34 0.15 -0.41
N 0.40 -1.00 0.08
H 0.73 1.87 -1.54
H 1.71 -0.31 -1.48
H 2.13 0.05 0.37
H -0.62 -0.74 0.28
H 0.78 -1.18 0.95
H 0.07 -3.27 3.69
H -0.76 -3.71 2.47
O 0.10 -3.19 2.62
H -1.18 2.73 -2.21
H -2.70 2.69 -1.72
O -2.07 2.61 -2.47

---

Version B
15
Properties=species:S:1:pos:R:3 method="wB97M-V/def2-TZVPD" homo_lumo_gap_ev=3.912 lumo_ha=-0.173
C -2.85 -0.17 0.65
C -1.85 -0.45 -0.33
N -0.65 -0.01 -0.43
O 1.61 -0.76 -1.90
H -2.72 0.72 1.26
H -3.84 -0.61 0.56
H 2.76 1.58 0.03
H -0.34 0.65 0.37
H -2.26 -1.12 -1.10
H 1.28 0.63 0.97
H 0.77 -0.15 2.41
O 0.43 0.36 1.67
H 2.02 -0.17 -1.23
H 0.74 -0.79 -1.49
O 2.24 0.78 0.12

---

Version C
15
Properties=species:S:1:pos:R:3 method="wB97M-V/def2-TZVPD" homo_lumo_gap_ev=10.211 lumo_ha=0.029 smiles=C[C@H](N)O.OO
C -0.64 0.06 -0.08
C -2.07 0.01 -0.56
N -0.35 -0.87 0.95
O -0.27 1.33 0.31
H 0.60 1.25 0.77
H 0.15 -0.10 -1.05
H -0.78 -1.78 0.80
H 0.65 -1.00 1.08
H -2.22 0.72 -1.36
H -2.73 0.28 0.27
H -2.34 -1.00 -0.88
O 2.37 0.89 -0.40
O 2.63 -0.28 0.40
H 3.55 -0.14 0.66
H 1.45 0.63 -0.91

---

Best to worst by energy: version A, version C, version B.